No. 1
Below is 2 unconnected molecules or ions with the total composition C5H7NO, with properties calculated with the ωB97M-V functional and the def2-TZVPD basis.

HOMO energy, eV: -9.703
Energy above the lowest of the compared OMol25 structures with the same formula, charge and spin, kcal per mole: 75.5
Strongest force on any atom, eV Å⁻¹: 5.03
SMILES string: C=CC#N.CC=O
Kohn-Sham gap, eV: 9.7
Energy, eV: -8832.9288
LUMO, eV: -0.0172

ORCA input file:
```
! RIJCOSX wB97M-V def2-TZVPD def2/J DEFGRID3
* xyz 0 1
O 0.58 1.70 0.11
N 3.13 0.35 -0.10
C -0.37 0.96 0.54
C 0.63 -1.99 -0.04
C 0.91 -0.83 -0.67
C -1.77 1.16 0.09
C 1.98 0.13 -0.26
H -2.21 1.97 0.68
H 1.01 -2.19 0.96
H -0.23 0.45 1.50
H -1.80 1.42 -0.96
H -0.07 -2.70 -0.46
H -2.35 0.25 0.27
H 0.55 -0.68 -1.68
*
```

The molecule's Löwdin atomic charges, reported in e, are given here: -0.045 0.161 -0.287 0.039 -0.184 -0.045 -0.278 0.095 0.075 0.127 0.089 0.065 0.078 0.112

---

No. 2
Below is 4 unconnected molecules or ions with the total composition C3H15NO3, with properties calculated with the ωB97M-V functional and the def2-TZVPD basis.

HOMO energy, eV: -8.058
Energy above the lowest of the compared OMol25 structures with the same formula, charge and spin, kcal per mole: 75.5
Strongest force on any atom, eV Å⁻¹: 4.97
SMILES string: CCNC.O.O.O
Kohn-Sham gap, eV: 8.8
Energy, eV: -10984.3372
LUMO, eV: 0.7790

ORCA input file:
```
! RIJCOSX wB97M-V def2-TZVPD def2/J DEFGRID3
* xyz 0 1
O -1.56 3.26 -2.89
O -2.05 1.43 4.91
O -2.79 -5.51 1.74
N 1.26 0.37 -0.41
C 2.02 1.23 -1.31
C 0.97 -1.09 -0.74
C 3.25 0.40 -1.90
H 3.55 -0.57 -1.49
H 1.75 -1.51 -1.30
H 4.08 1.14 -2.16
H 2.89 0.07 -2.98
H -3.56 -5.29 2.19
H -2.06 -5.36 2.48
H 0.01 -1.15 -1.27
H 0.42 0.69 -0.07
H -2.26 3.17 -3.66
H 1.03 -1.78 0.15
H 1.48 1.45 -2.29
H -1.60 2.30 4.96
H -1.43 4.25 -2.70
H 2.30 2.33 -1.02
H -1.72 0.98 5.75
*
```

The molecule's Löwdin atomic charges, reported in e, are given here: -0.153 -0.107 -0.081 -0.128 -0.304 -0.100 -0.132 0.051 0.017 0.073 0.088 -0.029 0.109 0.078 0.051 0.093 0.089 0.089 0.039 0.060 0.127 0.067

---

No. 3
Below is a gas-phase ion, C7H14N3 (charge +1), with properties calculated with the ωB97M-V functional and the def2-TZVPD basis.

HOMO energy, eV: -13.725
Energy above the lowest of the compared OMol25 structures with the same formula, charge and spin, kcal per mole: 133.6
Strongest force on any atom, eV Å⁻¹: 3.54
SMILES string: CCC1(CC)CN1N=C=[NH2+]
Kohn-Sham gap, eV: 9.5
Energy, eV: -11945.1243
LUMO, eV: -4.2609

ORCA input file:
```
! RIJCOSX wB97M-V def2-TZVPD def2/J DEFGRID3
* xyz 1 1
N 3.83 0.06 -1.04
N 0.87 0.57 0.96
N 2.02 0.21 0.53
C 2.71 0.11 -0.43
C -0.41 0.02 0.59
C 0.00 -0.04 2.04
C -0.54 -1.32 -0.19
C -2.04 -1.74 0.15
C -0.81 1.66 -1.32
C -1.27 1.19 0.07
H 0.04 -2.06 0.34
H -0.35 0.53 2.87
H 0.31 -1.03 2.49
H -1.93 -2.77 0.35
H -1.21 2.03 0.72
H 4.43 -0.77 -1.04
H 0.26 2.04 -1.37
H -2.37 0.74 0.01
H -2.78 -1.67 -0.79
H -1.39 2.50 -1.52
H 4.25 1.00 -0.99
H -2.35 -1.08 1.01
H -0.30 -1.21 -1.25
H -0.96 1.05 -2.19
*
```

The molecule's Löwdin atomic charges, reported in e, are given here: 0.196 -0.014 0.193 -0.049 -0.438 0.049 -0.138 -0.066 -0.084 -0.151 0.096 0.111 0.140 0.041 0.106 0.156 0.097 0.150 0.132 0.050 0.162 0.088 0.107 0.065

---

No. 4
Below is 3 unconnected molecules or ions with the total composition C5H16O2, with properties calculated with the ωB97M-V functional and the def2-TZVPD basis.

HOMO energy, eV: -10.656
Energy above the lowest of the compared OMol25 structures with the same formula, charge and spin, kcal per mole: 12.8
Strongest force on any atom, eV Å⁻¹: 1.74
SMILES string: CCCCC.O.O
Kohn-Sham gap, eV: 11.4
Energy, eV: -9539.2766
LUMO, eV: 0.6952

ORCA input file:
```
! RIJCOSX wB97M-V def2-TZVPD def2/J DEFGRID3
* xyz 0 1
O 3.67 0.73 0.82
O -1.51 -0.19 2.82
C -1.08 1.06 -1.10
C 0.59 -1.50 -1.28
C -2.29 0.32 -0.49
C 0.15 0.83 -0.24
C 0.48 -0.65 -0.01
H 1.27 -1.03 -2.00
H 0.08 1.36 0.71
H -3.30 0.44 -0.92
H -0.33 -1.76 -1.79
H 1.47 -0.72 0.43
H -0.96 0.68 -2.11
H -0.24 -1.06 0.70
H -2.37 0.46 0.58
H 1.03 1.23 -0.74
H -0.79 0.39 2.51
H -1.39 2.10 -1.16
H -1.40 -0.10 3.79
H -2.21 -0.76 -0.68
H 1.02 -2.48 -1.03
H 3.90 -0.14 1.14
H 4.22 0.80 0.05
*
```

The molecule's Löwdin atomic charges, reported in e, are given here: -0.041 -0.078 -0.253 -0.112 -0.116 -0.235 -0.272 0.075 0.100 0.069 0.063 0.081 0.099 0.087 0.053 0.104 0.037 0.101 0.046 0.066 0.068 0.033 0.024

---

No. 5
Below is a molecular structure, C25H27FeI2N7O3Se2Te, with properties calculated with the ωB97M-V functional and the def2-TZVPD basis.

HOMO energy (spin up / spin down), eV: -5.718 / -5.718
Energy above the lowest of the compared OMol25 structures with the same formula, charge and spin, kcal per mole: 15.9
Strongest force on any atom, eV Å⁻¹: 0.57
Kohn-Sham gap (spin up / spin down), eV: 5.3 / 5.3
Energy, eV: -231507.1452
LUMO (spin up / spin down), eV: -0.4549 / -0.4579

ORCA input file:
```
! RIJCOSX wB97M-V def2-TZVPD def2/J DEFGRID3
* xyz 0 1
I 0.06 -5.12 3.27
I -2.37 -1.00 -5.28
Te 0.14 2.55 -1.06
Se 1.95 -0.56 -0.75
Se 3.13 1.15 0.38
Fe -0.22 0.22 -0.01
O -0.67 -1.27 -1.95
O -2.79 -0.21 -0.26
O -0.59 3.63 3.03
N -1.73 -2.15 0.91
N -2.09 0.65 0.51
N 0.82 0.50 1.87
N -1.01 2.64 2.15
N -1.68 -3.19 -2.54
N 1.49 0.33 -3.38
N -0.46 -1.75 0.77
C -2.07 4.03 -4.51
C 2.38 -0.28 -2.63
C -2.69 2.35 -2.40
C 2.15 0.11 4.29
C -1.82 -3.23 1.68
C -1.41 2.90 -2.46
C 2.85 0.47 3.14
C -3.17 3.04 3.23
C 2.94 -0.08 -5.24
C 0.17 0.13 2.98
C -4.31 1.18 1.35
C 0.28 -2.60 1.47
C 3.57 -0.84 -3.07
C -2.25 2.37 2.25
C -2.70 -1.07 -3.17
C -3.34 3.46 -4.45
C 0.79 -0.06 4.20
C -1.13 3.75 -3.53
C 2.14 0.67 1.97
C -2.81 1.35 1.33
C -1.59 -1.84 -2.51
C -3.64 2.63 -3.38
C -0.53 -3.57 2.07
C 1.77 0.43 -4.68
C 3.85 -0.72 -4.42
H -4.07 3.67 -5.21
H 0.32 3.78 2.73
H 1.02 0.92 -5.29
H 1.35 -2.50 1.51
H -3.86 3.71 2.72
H -3.68 -1.53 -3.02
H -3.77 2.30 3.76
H 4.77 -1.13 -4.83
H -2.77 -3.70 1.90
H 3.92 0.58 3.15
H 0.19 -0.35 5.06
H -0.90 0.00 2.87
H -2.96 1.70 -1.58
H -4.63 2.18 -3.31
H 4.24 -1.34 -2.39
H -4.80 2.15 1.42
H -2.43 -1.48 0.41
H 2.68 -0.06 5.22
H -0.14 4.20 -3.60
H -2.35 -3.64 -3.14
H -2.60 3.62 3.95
H -1.82 4.69 -5.33
H -0.91 -3.72 -2.19
H -2.68 -0.05 -2.81
H 3.12 0.03 -6.30
H -4.62 0.59 2.21
H -4.63 0.67 0.45
*
```

The molecule's Löwdin atomic charges, reported in e, are given here: 0.848 0.803 0.939 0.770 0.674 -0.003 -0.056 -0.269 -0.047 0.021 -0.135 -0.042 0.003 0.176 0.055 -0.063 -0.109 -0.590 -0.166 -0.050 -0.141 -0.602 -0.101 -0.019 -0.051 -0.134 -0.023 -0.221 -0.103 -0.296 -0.553 -0.114 -0.033 -0.181 -0.650 -0.261 -0.656 -0.110 -0.783 -0.119 -0.065 0.094 0.094 0.108 0.097 0.090 0.057 0.084 0.108 0.117 0.100 0.113 0.111 0.063 0.101 0.099 0.078 0.095 0.113 0.078 0.098 0.072 0.096 0.116 0.010 0.104 0.091 0.071

---

No. 6
Below is a molecular structure, C21H37N6PPtS2, with properties calculated with the ωB97M-V functional and the def2-TZVPD basis.

HOMO energy, eV: -19.459
Energy above the lowest of the compared OMol25 structures with the same formula, charge and spin, kcal per mole: 28.9
Strongest force on any atom, eV Å⁻¹: 2.39
Kohn-Sham gap, eV: 3.0
Energy, eV: -65481.5206
LUMO, eV: -16.4708

ORCA input file:
```
! RIJCOSX wB97M-V def2-TZVPD def2/J DEFGRID3
* xyz 4 1
Pt 0.59 -1.12 -0.60
S 4.03 -4.06 -2.52
S -2.19 -4.92 -2.49
P 1.96 0.86 0.27
N -0.72 -2.95 -1.59
N -3.39 0.67 1.04
N 4.24 -1.60 -1.45
N -1.36 -0.38 0.18
N 2.10 -2.56 -1.59
N -3.05 -2.63 -1.35
C 0.12 -3.91 -2.08
C -4.23 1.51 0.20
C -0.52 -5.03 -2.61
C 0.87 0.22 2.70
C 1.53 -3.71 -2.08
C 0.81 1.36 1.68
C -6.24 0.70 1.50
C 2.82 1.54 -2.30
C 0.38 1.73 -1.80
C 3.41 -2.57 -1.76
C 1.78 1.95 -1.25
C 1.02 2.73 2.29
C 4.79 0.54 0.78
C -3.89 0.47 2.40
C -5.31 -0.11 2.38
C -5.66 0.94 0.12
C -1.97 -3.31 -1.72
C 3.63 1.46 1.08
C 2.45 -4.63 -2.60
C 3.95 2.90 0.76
C -2.34 0.09 0.60
H -5.26 -1.15 2.03
H -0.06 -5.89 -3.05
H -6.49 1.65 1.98
H 0.29 2.18 -2.78
H 1.93 3.00 -0.97
H 2.63 0.53 -2.65
H 3.89 -0.73 -1.06
H -3.92 1.44 2.90
H 0.24 2.92 3.03
H 5.61 0.80 1.46
H 0.11 0.34 3.46
H 4.72 3.24 1.46
H -4.28 2.51 0.64
H -6.28 1.65 -0.43
H 2.74 2.21 -3.16
H 1.82 0.20 3.22
H 3.11 3.58 0.91
H 2.23 -5.59 -3.01
H -5.64 0.01 -0.45
H 4.37 3.04 -0.24
H 0.18 0.64 -1.93
H -3.97 -3.00 -1.55
H 5.23 -1.70 -1.60
H 4.56 -0.51 0.98
H -3.79 1.59 -0.80
H 0.95 3.52 1.54
H 3.84 1.63 -1.93
H -7.21 0.19 1.41
H -0.38 2.16 -1.15
H -3.21 -0.19 2.95
H -5.69 -0.14 3.40
H 5.20 0.68 -0.23
H -0.18 1.35 1.20
H 1.96 2.81 2.83
H 3.37 1.36 2.14
H -2.95 -1.70 -0.97
H 0.72 -0.76 2.21
*
```

The molecule's Löwdin atomic charges, reported in e, are given here: 0.836 1.351 1.355 1.095 0.039 -0.065 0.242 0.070 -0.004 0.256 -0.251 -0.107 -0.169 -0.117 -0.254 -0.554 -0.192 -0.101 -0.139 -0.539 -0.524 -0.075 -0.118 -0.106 -0.156 -0.159 -0.525 -0.462 -0.172 -0.070 -0.220 0.117 0.123 0.135 0.103 0.126 0.062 0.055 0.148 0.108 0.115 0.098 0.126 0.148 0.133 0.111 0.087 0.073 0.125 0.109 0.094 0.014 0.155 0.160 0.074 0.133 0.088 0.066 0.136 0.078 0.136 0.134 0.075 0.059 0.091 0.102 0.102 0.039